# 1
Density functional theory data (ωB97M-V/def2-TZVPD) for a single C3H4ClNO3 molecule.

ORCA input file:
```
! wB97M-V def2-TZVPD RIJCOSX def2/J DEFGRID3
* xyz 0 1
C -1.29178 -0.04883 0.03178
C 0.90645 0.76235 -0.02851
C 2.32850 0.21035 0.06790
H -3.85149 -1.52300 -0.21765
H -1.56127 1.01034 0.14944
H 2.87119 0.67002 -0.76379
H 2.81329 0.51849 1.02603
N -2.05819 -1.05354 0.05040
O -3.38714 -0.66770 -0.14292
O 0.07328 -0.28971 0.12056
O 0.68881 1.93616 -0.18004
Cl 2.46834 -1.52492 -0.11319
*
```

Output
frontier orbital gap: 0.40199 Eh
HOMO energy: -10.1482 eV
SMILES: O=C(CCl)O/C=N/O

Löwdin atomic charge list, values in e, 4 entries: -0.14 -0.53 -0.50 0.10

# 2
Density functional theory data (ωB97M-V/def2-TZVPD) for a molecular structure, C30H31BrN6O3SSe2V.

ORCA input file:
```
! wB97M-V def2-TZVPD RIJCOSX def2/J DEFGRID3
* xyz 1 3
V -0.52449 0.20468 -0.15563
N -0.95377 -3.13628 -2.73553
C -0.53644 -2.08347 -2.02883
S -0.51269 -2.16122 -0.29712
N -0.09958 -1.02139 -2.65111
N 0.29904 -0.03929 -1.86527
C 1.14280 0.87031 -2.31721
C 1.52435 1.00415 -3.73091
C 0.53640 0.93675 -4.71783
C 0.85681 1.11441 -6.04994
C 2.16995 1.34499 -6.42802
C 3.15904 1.39929 -5.46020
C 2.84491 1.23294 -4.12357
C 1.60973 1.70372 -1.24871
C 2.44436 2.82120 -1.39705
C 2.84653 3.51495 -0.27976
C 2.38667 3.09175 0.96813
C 1.51678 2.02617 1.03106
N 1.12450 1.32593 -0.03343
H -1.23405 -3.98093 -2.26929
H -0.92635 -3.09564 -3.74128
H -0.48920 0.74807 -4.43584
H 0.07973 1.08082 -6.79768
H 2.42404 1.45963 -7.47040
H 4.18426 1.57099 -5.74917
H 3.62881 1.24134 -3.38125
H 2.74205 3.13023 -2.38638
H 3.48767 4.37654 -0.36129
H 2.69087 3.58799 1.87485
H 1.09805 1.73669 1.98973
C 4.12189 -2.06686 1.17651
Se 2.25831 -1.53232 1.41190
C 2.47081 -0.63040 3.16725
C 1.12272 -0.33908 3.80629
Se -0.43423 -0.13918 2.56676
C -1.11911 -1.92211 2.85253
H 4.75790 -1.18821 1.09822
H 4.15977 -2.62742 0.24523
H 4.43819 -2.70231 2.00038
H 3.04976 0.28007 2.99419
H 3.05333 -1.30242 3.80280
H 1.15563 0.58036 4.40027
H 0.83442 -1.15521 4.46911
H -1.38492 -2.00576 3.90665
H -0.34641 -2.63959 2.57165
H -2.00236 -2.04841 2.23113
Br -6.77584 -3.54340 -1.41678
C -6.00690 -2.27521 -0.22368
C -6.65891 -1.97210 0.96189
C -6.09658 -1.05135 1.83160
C -4.88747 -0.45334 1.53003
C -4.25013 -0.76124 0.33084
C -4.80848 -1.67121 -0.55661
C -2.92138 -0.17490 0.04166
O -2.41514 -0.19793 -1.09854
O -2.28424 0.32797 1.00394
H -7.58993 -2.46262 1.19984
H -6.60910 -0.80635 2.74745
H -4.41962 0.23831 2.21506
H -4.29365 -1.90907 -1.47538
N -4.16354 6.07610 -2.03865
C -3.57312 5.77202 -0.86712
O -3.66487 6.47348 0.11453
C -2.77279 4.49512 -0.82610
C -2.47348 3.68310 -1.91623
C -1.71111 2.54257 -1.71549
N -1.24755 2.19038 -0.52353
C -1.51953 2.96181 0.52381
C -2.26839 4.11589 0.41711
H -4.72226 6.91238 -2.07923
H -4.15299 5.47744 -2.84139
H -2.80771 3.90976 -2.91647
H -1.47972 1.88445 -2.54645
H -1.13587 2.62927 1.48366
H -2.48089 4.72671 1.28009
*
```

Output
frontier orbital gap (alpha / beta): 0.25129 / 0.24160 Eh
HOMO energy (alpha / beta): -10.2908 / -10.5486 eV
<S²>: 2.04

Löwdin atomic charge list, values in e, 4 entries: 0.62 0.13 -0.77 0.72

# 3
Density functional theory data (ωB97M-V/def2-TZVPD) for 2 unconnected molecules or ions with the total composition C4H5F5O2.

ORCA input file:
```
! wB97M-V def2-TZVPD RIJCOSX def2/J DEFGRID3
* xyz 0 1
C 1.99340 1.63381 -1.53010
C 2.67442 0.84654 -0.77724
C -0.22122 -0.10794 2.22992
C -1.06247 -0.89264 1.16026
O -2.06744 -1.63424 1.74562
O -1.71003 0.01142 0.28929
F 2.34655 0.47771 0.39738
F 3.91360 0.37040 -1.02584
F -1.09424 0.68867 2.84072
F 0.33675 -0.95006 3.12288
F -0.22636 -1.75310 0.54040
H 2.26512 1.90736 -2.52128
H 0.56115 0.45306 1.72208
H 0.97231 1.81394 -1.19857
H -2.92128 -1.18832 1.56002
H -1.80961 -0.44330 -0.50483
*
```

Output
frontier orbital gap: 0.40295 Eh
HOMO energy: -10.4703 eV
SMILES: OC(O)(F)C(F)F.C=C(F)F

Löwdin atomic charge list, values in e, 4 entries: 0.10 -0.49 -0.32 -0.58

# 4
Density functional theory data (ωB97M-V/def2-TZVPD) for a molecular structure, C40H96CaN3O15S4.

ORCA input file:
```
! wB97M-V def2-TZVPD RIJCOSX def2/J DEFGRID3
* xyz 1 1
Ca 3.04976 5.18076 0.58531
C 0.61659 -0.03355 1.37390
C 1.40039 0.75021 0.36134
C 1.11401 -0.02670 -0.96323
O 1.07759 2.08132 0.28603
H 0.89151 -1.08536 1.29509
H -0.46259 -0.01148 1.22227
H 0.82144 0.28330 2.39652
H 2.46691 0.64581 0.56071
H 1.39913 -1.07756 -1.01323
H 1.56552 0.35983 -1.87693
H 0.09750 0.03196 -1.35227
C -3.75721 -3.14802 1.63156
C -4.82743 -4.30367 1.71753
C -4.18976 -5.68177 1.59092
O -5.45054 -4.21536 2.96378
H -2.86337 -3.20260 2.25298
H -4.12486 -2.13078 1.76630
H -3.33160 -3.05036 0.63285
H -5.58952 -4.21948 0.94279
H -3.51700 -5.79394 2.44116
H -3.55414 -5.74048 0.70738
H -5.01851 -6.38973 1.58228
H -5.99136 -5.00683 3.01550
C 2.09111 -0.87989 -7.19558
C 2.20587 -2.12361 -8.04952
C 1.84928 -2.06370 -9.53338
O 3.55436 -2.37944 -8.09714
H 2.73324 -0.08299 -7.57071
H 2.31927 -1.08342 -6.14934
H 1.07633 -0.49285 -7.28786
H 1.78474 -2.97299 -7.51167
H 1.75774 -3.07011 -9.94186
H 2.50692 -1.46619 -10.16472
H 0.87452 -1.58632 -9.63357
H 3.87854 -2.56601 -7.21301
C -3.88491 2.79059 2.88286
C -3.07399 3.88165 3.52949
C -3.31641 3.99461 4.99263
O -1.61763 3.73391 3.30260
H -3.56077 1.85963 3.34798
H -3.90078 2.78281 1.79299
H -4.93169 2.89507 3.16823
H -3.33162 4.77898 2.96688
H -4.40155 3.98803 5.09532
H -2.83074 4.90883 5.33383
H -2.95635 3.18919 5.63277
H -1.34998 3.31863 2.47950
C -1.15927 -9.45130 -2.11744
C 0.39787 -9.62196 -2.10563
C 1.14051 -8.64007 -1.13753
O 1.27009 -7.34089 -1.71319
C 1.95356 -6.33562 -0.97371
N 0.64936 -11.00754 -1.73724
H -1.42074 -8.55563 -2.68092
H -1.50118 -9.32537 -1.09015
H -1.71032 -10.33652 -2.43496
H 0.78550 -9.46017 -3.11145
H 2.12612 -9.03082 -0.88462
H 0.67688 -8.66152 -0.15129
H 3.00798 -6.55056 -0.80032
H 1.49202 -6.14878 -0.00408
H 1.86122 -5.44661 -1.59759
H 0.20257 -11.56984 -2.44738
H 1.64238 -11.07659 -1.90824
C -0.78972 7.47559 0.31446
C -0.29486 8.21961 1.59095
C -1.46936 8.84031 2.36970
O -2.19909 9.74290 1.56042
C -3.32919 10.28065 2.19620
N 0.47960 7.26450 2.30595
H -1.62889 6.81231 0.52410
H -0.06793 6.87472 -0.23878
H -1.24661 8.22224 -0.33503
H 0.23582 9.12351 1.29191
H -1.04287 9.36920 3.22204
H -2.14584 8.11800 2.82658
H -2.90200 11.05919 2.82826
H -4.03179 9.65022 2.74119
H -3.95173 10.85291 1.50840
H 0.92108 7.61776 3.14285
H -0.06327 6.49289 2.66654
C 5.79568 4.85313 -3.26717
C 4.96088 3.69541 -2.91983
C 5.59394 2.75471 -1.86682
O 5.59041 3.37283 -0.64803
C 6.44369 2.73450 0.24475
N 3.67971 4.23105 -2.41905
H 6.38310 5.25585 -2.44203
H 5.23501 5.70889 -3.64322
H 6.59984 4.52215 -3.92438
H 4.70147 3.17118 -3.83962
H 6.56223 2.52400 -2.31099
H 4.95836 1.86930 -1.88131
H 7.45627 2.90662 -0.12017
H 6.10660 1.71834 0.44941
H 6.42536 3.30625 1.17259
H 3.23533 3.33900 -2.25502
H 3.25486 4.70990 -3.20026
C -3.13239 -3.85989 -3.84114
C -4.45131 -3.64411 -4.62998
C -4.56123 -4.93702 -5.51733
S -2.85308 -5.15498 -6.16495
O -2.75916 -4.48984 -7.46070
O -2.53981 -6.59254 -6.09685
C -1.97714 -4.23264 -4.78801
H -3.34143 -4.67719 -3.15092
H -2.91862 -3.00763 -3.19612
H -4.33918 -2.68881 -5.14274
H -5.31548 -3.57968 -3.96878
H -5.19701 -4.98660 -6.40132
H -4.75587 -5.85542 -4.96349
H -1.50671 -3.36017 -5.24144
H -1.23903 -4.89473 -4.33529
C 2.34325 4.15944 6.91050
C 3.75792 4.51253 7.44956
C 4.78498 4.04423 6.43237
S 3.90809 2.86535 5.25261
O 4.53303 1.55600 5.21097
O 3.62555 3.57956 3.98248
C 2.36342 2.81385 6.21298
H 2.01324 4.89957 6.18153
H 1.55120 4.15915 7.65933
H 3.68854 4.06306 8.44014
H 3.81771 5.59128 7.59394
H 5.48586 3.41896 6.98546
H 5.34712 4.71866 5.78643
H 2.60605 2.01218 6.91051
H 1.53092 2.52164 5.57294
C 0.57821 -4.37864 6.87354
C 0.85935 -3.29283 5.84327
C 2.37393 -3.05638 5.87107
S 3.19603 -4.73834 6.04513
O 4.18581 -4.71788 7.13796
O 3.54652 -5.21767 4.69178
C 1.57820 -5.55871 6.61298
H -0.45012 -4.71198 6.73377
H 0.73244 -3.89871 7.83997
H 0.22021 -2.41192 5.90325
H 0.72748 -3.83291 4.90571
H 2.76617 -2.54776 6.75173
H 2.86140 -2.53942 5.04449
H 1.74669 -6.12393 7.52963
H 1.27558 -6.25576 5.83154
C -2.46555 2.90949 -3.75815
C -3.21666 1.56777 -3.81102
C -4.55612 1.87662 -4.54827
S -5.21486 3.24073 -3.55055
O -5.93185 2.76446 -2.37292
O -5.86971 4.19028 -4.45336
C -3.45507 3.82605 -3.11320
H -2.27634 3.30065 -4.75780
H -1.50177 2.84315 -3.25336
H -3.36313 1.05878 -2.85835
H -2.50937 0.91656 -4.32458
H -5.34491 1.16410 -4.78958
H -4.33176 2.39668 -5.47956
H -3.37646 3.66496 -2.03804
H -3.42237 4.90862 -3.23590
*
```

Output
frontier orbital gap: 0.15291 Eh
HOMO energy: -9.4104 eV

Löwdin atomic charge list, values in e, 4 entries: 1.54 -0.10 -0.67 -0.10

| no. | total energy (eV) |
| --- | --- |
| 1 | -23328.8104 |
| 2 | -283951.8070 |
| 3 | -21910.5012 |
| 4 | -139983.5415 |